# C34H56BF4O18

A 7-piece molecular cluster, C34H56BF4O18 overall (the ωB97M-V functional and the def2-TZVPD basis, the Open Molecules 2025 dataset).

The geometry in XYZ format:
```
113
Properties=species:S:1:pos:R:3:forces:R:3:lowdin_charge:R:1
F 5.687 3.577 2.992 0.3670 0.5228 0.3016 0.053
F 4.952 0.742 1.966 0.1265 -0.3337 -0.6544 0.075
F 6.170 1.250 3.686 0.5364 -0.0602 0.2085 0.052
F 3.903 3.132 4.211 -0.0319 0.3726 0.5594 0.005
O -0.174 -5.181 -8.251 -0.3601 0.3992 -0.2378 0.128
O -2.625 -0.325 -5.257 0.0616 -0.0081 0.3722 0.081
O 1.821 -7.017 -5.336 -0.0526 -0.1066 -0.1087 0.069
O -3.659 -2.202 -5.823 0.0136 -0.3259 0.2391 0.056
O 2.076 0.204 -0.806 0.0279 0.1093 -0.1701 0.080
O 0.934 3.431 6.911 -0.0047 -0.0022 0.1076 0.050
O 2.397 -0.072 -2.986 -0.0269 0.1817 -0.2301 0.055
O -2.021 -4.244 1.079 -0.1729 0.0533 0.1883 0.141
O -1.363 -3.255 -8.205 -0.1515 0.0081 -0.0800 0.071
O 2.039 -6.186 -3.267 -0.4036 -0.1174 -0.2326 0.153
O -0.030 -5.292 1.009 0.2158 -0.1216 -0.0132 0.058
O 1.630 1.319 6.991 -0.0111 0.0562 0.1016 0.057
O -0.727 -4.136 -0.753 0.0223 0.0402 -0.0259 0.057
O -3.617 -0.499 -7.262 -0.0939 0.3213 -0.2649 0.135
O -0.551 1.760 6.646 -0.1811 -0.2064 0.2586 0.151
O 2.013 -1.867 -1.709 -0.0039 0.3878 0.0475 0.134
O -2.004 -4.924 -9.520 -0.2204 -0.0568 -0.0555 0.065
O 0.018 -6.197 -4.313 0.2800 -0.1579 -0.2712 0.051
C 2.299 3.487 7.339 0.1451 -0.0006 -0.0076 -0.107
C 3.133 4.778 1.784 -0.0200 -1.0431 -0.0063 -0.211
C 0.879 -5.613 -0.061 0.0141 -0.0502 -0.0836 -0.102
C -3.066 -3.955 -9.580 0.0243 0.0524 0.0192 -0.100
C -1.451 0.332 2.487 -0.5125 -0.0368 0.1328 -0.215
C -1.531 3.708 4.543 -0.1751 0.9942 0.1302 -0.218
C -2.949 -2.506 -4.608 0.2323 0.0231 0.0073 -0.093
C 2.282 1.344 -2.787 0.0317 0.1041 0.0600 -0.112
C -0.370 -6.449 -5.691 -0.0969 0.1776 0.3232 -0.106
C 2.540 1.484 -1.302 -0.0190 0.0164 -0.0816 -0.097
C 1.894 5.061 0.950 0.1032 0.6611 0.2905 -0.243
C 0.604 5.147 1.757 0.0389 -0.7026 -0.6296 -0.208
C -3.858 1.110 2.693 -0.6176 -0.3105 -0.1412 -0.220
C 2.146 -0.681 -1.809 0.0919 -0.2498 0.1178 -0.569
C 0.524 -0.712 3.633 -0.1654 -0.2384 0.2511 -0.083
C -2.903 0.152 2.029 0.7850 0.4416 -0.0812 -0.194
C 0.425 4.128 2.860 -0.3159 0.5093 0.6689 -0.196
C 0.707 -7.399 -6.152 -0.0093 -0.0809 -0.1132 -0.113
C -1.017 -4.524 0.505 0.0168 0.0180 -0.3245 -0.592
C -2.671 -1.123 -4.053 0.0145 -0.0597 0.0086 -0.082
C -2.385 -2.702 -9.074 -0.0543 -0.0598 -0.0520 -0.088
C 2.820 2.123 6.931 0.1119 0.0213 -0.0792 -0.102
C 4.932 1.389 3.137 -0.3228 0.0783 0.6630 -0.346
C -3.324 -0.958 -6.203 -0.0294 0.0098 -0.0339 -0.598
C 4.526 2.849 3.000 -0.0066 -0.4013 -1.4510 -0.440
C -0.497 4.663 3.970 0.3162 -0.5121 -0.2964 -0.180
C -3.982 2.482 2.061 0.3708 -0.1840 -0.0062 -0.214
C 1.354 -6.441 -4.210 0.1082 0.0993 0.0834 -0.557
C 0.646 -4.483 -1.038 0.0488 0.0112 0.2201 -0.108
C -1.100 -4.511 -8.612 0.3426 -0.0271 -0.2651 -0.562
C -0.952 -0.855 3.277 0.6504 0.7677 0.0166 -0.242
C 0.559 2.131 6.840 0.3201 -0.0105 -0.2076 -0.568
C -2.886 3.843 3.895 0.2905 -0.5398 -0.1706 -0.199
C -2.917 3.489 2.414 -0.2529 0.1501 0.1983 -0.201
B 3.596 3.200 1.720 -0.3421 0.4045 -0.0955 -0.413
H -1.368 -6.880 -5.729 0.0161 -0.0078 0.2271 0.135
H 1.277 -3.620 -0.853 -0.0720 -0.0097 0.1235 0.100
H 1.361 3.889 3.332 0.4956 -0.2311 -0.0248 0.084
H 0.469 -8.445 -5.946 -0.0266 -0.0023 0.0559 0.131
H -1.734 -1.054 -3.513 0.1369 0.0928 -0.1140 0.135
H 0.038 3.210 2.466 -0.1290 -0.6207 -0.3211 0.088
H 0.468 6.148 2.125 0.1521 0.5482 0.4725 0.099
H 1.097 -1.582 3.359 0.2904 -0.3228 -0.1789 0.063
H 4.246 0.893 3.813 -0.3615 -0.3025 0.0231 0.151
H 2.020 6.027 0.477 -0.0908 0.4150 -0.3837 0.091
H -1.965 3.125 2.070 0.4980 -0.1599 -0.0403 0.088
H -2.963 0.316 0.963 -0.1087 -0.1857 -0.5287 0.100
H -3.434 -3.868 -10.597 0.1081 -0.0951 -0.0786 0.131
H 1.276 1.658 -3.074 -0.0356 -0.0326 0.0233 0.127
H 3.008 1.871 -3.399 0.0825 -0.1263 -0.0614 0.129
H -3.927 2.342 0.991 -0.3389 -0.0584 -0.5929 0.102
H 2.319 3.638 8.421 -0.0229 -0.0335 0.0108 0.126
H 3.203 2.112 5.912 -0.0695 0.0494 0.0486 0.107
H -1.145 -1.762 2.739 -0.1936 -0.6595 -0.2067 0.090
H 3.954 5.383 1.439 0.4508 0.4026 -0.1454 0.075
H -0.783 0.592 1.680 0.2820 -0.0647 -0.4184 0.110
H -2.036 -3.047 -4.864 0.0014 0.0630 -0.0162 0.132
H -3.478 -0.756 -3.420 -0.0529 0.0289 -0.0380 0.136
H 0.760 -4.785 -2.065 -0.1981 -0.0294 -0.1655 0.095
H -3.237 4.849 4.052 -0.2047 0.5833 0.0129 0.103
H 0.966 0.151 3.174 0.3084 0.4582 -0.4517 0.059
H -1.895 -2.141 -9.871 0.0980 -0.0863 0.0094 0.139
H 4.211 3.020 0.673 0.1822 -0.1003 0.1555 0.069
H 3.594 1.597 -1.060 0.0001 -0.0657 0.0958 0.122
H 1.995 2.303 -0.845 -0.0951 -0.1630 0.2524 0.113
H -1.189 2.693 4.566 0.2324 -0.5516 -0.1615 0.080
H -1.500 -0.829 4.204 -0.5388 -0.5060 0.3519 0.107
H 2.636 2.435 1.704 -0.0790 -0.0422 0.1528 0.078
H 0.944 -7.284 -7.204 0.1583 0.1215 0.0113 0.124
H 1.771 4.365 0.135 0.0734 -0.5597 -0.2881 0.075
H 2.817 4.307 6.851 -0.1272 0.0149 -0.1495 0.133
H 0.604 -6.587 -0.470 -0.0420 0.0082 -0.0122 0.127
H -4.954 2.879 2.308 -0.4336 0.2961 0.0303 0.105
H 0.636 -0.574 4.694 0.1434 0.0316 0.5489 0.055
H 0.158 4.961 4.770 0.2260 0.3681 0.4603 0.094
H -3.634 1.164 3.746 0.0977 0.1263 0.5701 0.107
H -1.438 1.163 3.172 0.2296 0.5558 0.1738 0.078
H 3.577 1.731 7.605 -0.1271 -0.1274 0.0965 0.131
H -3.556 -3.117 -3.957 -0.2425 -0.0895 0.0274 0.133
H -3.573 3.204 4.428 -0.4126 -0.2913 0.2580 0.098
H -1.667 3.993 5.572 -0.0309 -0.0818 0.6622 0.099
H -3.051 -2.036 -8.533 0.1949 -0.1060 0.1588 0.096
H -0.218 4.988 1.069 -0.5117 0.1729 -0.3194 0.100
H -3.192 -0.867 2.234 -0.2372 -0.4287 -0.0270 0.102
H 2.932 5.078 2.807 0.0110 0.2507 0.3773 0.078
H -3.114 4.383 1.848 -0.0040 0.4874 -0.4192 0.105
H -3.878 -4.282 -8.930 0.0258 -0.0102 0.0572 0.134
H -4.841 0.666 2.620 -0.5140 -0.2193 0.1187 0.101
H 1.901 -5.658 0.303 -0.0294 0.0619 0.2005 0.132
H -0.991 5.557 3.618 -0.3321 0.4077 -0.0908 0.100
H -0.355 -5.517 -6.256 0.1123 -0.1620 0.3624 0.099
```
Positions in Å, forces in eV/Å.

## Properties
* E_HOMO: -5.909 eV
* net charge: -1